ORCA calculation (wB97M-V/def2-TZVPD) on a gas-phase ion, C6H6ClO2 (charge -1) in a non-equilibrium geometry.

XYZ file:
```
15
Properties=species:S:1:pos:R:3:forces:R:3
C 0.4044 0.8267 -0.7884 0.5676 -1.8782 -0.8676
H -0.3010 2.6385 -0.6661 -2.3245 2.9438 1.0887
H 1.2268 0.2499 -1.2672 -0.7192 -0.0989 0.4529
H -0.6433 -1.3455 1.7074 0.0130 0.1915 0.0918
Cl -1.5136 1.3191 0.9406 -0.3245 -0.6993 0.3231
C -1.7155 -1.2108 -0.6996 0.3899 2.1090 0.7219
H 1.9447 -1.5544 2.1353 -1.4987 -0.3710 0.0185
H 1.1740 2.3918 -1.7600 1.2660 1.2603 -1.3130
H 2.1133 -0.6195 0.7523 1.0020 1.2295 -1.3935
C -0.5541 0.0058 0.0751 0.3065 1.3945 -1.4636
C 0.3980 2.1112 -1.1462 0.6839 -3.7349 0.6207
O -1.1886 -1.9076 -1.5194 1.0431 -0.8940 -0.9667
C 0.0876 -0.8240 1.0868 -0.1038 -0.9190 1.8111
C 1.3705 -1.0263 1.3551 0.6792 -0.3039 0.4539
O -2.8032 -1.0549 -0.2059 -0.9805 -0.2292 0.4218
```
Positions in Å, forces in eV/Å.

Energy above the lowest of the compared OMol25 structures with the same formula, charge and spin: 9.9 kcal/mol
Lowest unoccupied orbital energy: 3.72 eV
2S+1: 1
Gap between HOMO and LUMO: 7.81 eV
E: -22936.2006 eV
Total charge: -1

Atom-resolved charges from Mulliken, all expressed in e:
1 C -0.531
2 H 0.363
3 H 0.244
4 H 0.296
5 Cl -0.320
6 C 0.696
7 H 0.240
8 H 0.292
9 H 0.214
10 C 1.080
11 C -0.918
12 O -0.654
13 C -0.401
14 C -0.982
15 O -0.617

***

ORCA calculation (wB97M-V/def2-TZVPD) on a molecular structure, C6H6CuNaO2 in a non-equilibrium geometry.

XYZ file:
```
16
Properties=species:S:1:pos:R:3:forces:R:3
H 0.8220 2.7715 0.9246 0.1616 -0.2666 -0.0729
C -1.6255 -1.0415 -0.3097 0.5733 -1.8419 0.4705
O -1.9623 0.2123 -0.5107 -1.7085 2.1101 0.2574
H -2.4274 -1.7941 -0.4167 0.2908 0.2515 -0.0699
H 1.4977 -1.3011 1.0607 -0.0942 0.1800 -0.0714
C 0.6517 0.6649 0.9204 -0.1276 0.4231 -0.3339
H 0.0000 0.6586 1.7977 0.1946 -0.0753 -0.2233
H -0.2775 -2.6139 0.0470 -0.1345 0.3310 0.0184
C -0.4040 -1.5319 0.0025 0.7962 0.9979 0.5607
C 0.9228 -0.6973 0.3402 -1.5641 -1.4305 -0.2171
C 1.7197 -0.6497 -0.9418 0.5789 0.9564 -0.5856
Cu -3.8547 1.0352 0.3292 1.5796 -0.8512 -0.5947
C 1.0965 1.8314 0.4451 -0.1262 -0.1664 -0.1085
H 1.7566 1.8921 -0.4265 -0.0887 -0.0292 0.3290
Na -0.7908 1.2314 -2.0955 0.2631 -0.3234 0.3411
O 2.8751 -0.6680 -1.1664 -0.5942 -0.2655 0.3001
```
Positions in Å, forces in eV/Å.

Energy above the lowest of the compared OMol25 structures with the same formula, charge and spin: 0.0 kcal/mol
<S²>: 0.752
Lowest unoccupied orbital energy (spin up / spin down): -5.55 / -5.56 eV
2S+1: 2
Gap between HOMO and LUMO (spin up / spin down): 5.23 / 6.18 eV
E: -59460.4461 eV
Total charge: +1

Atom-resolved charges from Mulliken, all expressed in e:
1 H 0.279
2 C 0.060
3 O -0.825
4 H 0.346
5 H 0.355
6 C -0.177
7 H 0.370
8 H 0.327
9 C -0.631
10 C 0.729
11 C -0.265
12 Cu 0.690
13 C -1.108
14 H 0.330
15 Na 0.864
16 O -0.341

***

ORCA calculation (wB97M-V/def2-TZVPD) on 2 unconnected molecules or ions with the total composition C6H6F2O in a non-equilibrium geometry.

XYZ file:
```
15
Properties=species:S:1:pos:R:3:forces:R:3
C 0.0701 -0.4866 -1.7806 -3.2362 -4.4977 0.1796
O 0.9670 1.7522 -1.4170 2.2450 4.6129 -0.0315
H -1.4226 -2.0209 -1.4610 -0.2170 -0.8407 0.0791
C 0.6380 1.3762 1.7768 0.8983 0.1829 1.1615
H 0.3551 -1.0874 -2.6670 0.0237 -0.1938 0.0266
H -2.7519 -1.0418 0.2505 0.1898 -0.1431 0.1174
C 1.4946 0.4329 1.4937 0.5069 0.1423 -1.0487
F 2.5092 0.7651 0.6811 0.2088 -1.1125 0.5794
H -1.8190 0.5136 0.3233 0.7685 -0.7871 -0.3802
C -1.8480 -0.5247 -0.0604 -0.9985 0.7141 0.1035
C 0.5546 0.6868 -1.5132 -0.9969 -0.3944 1.1246
F 1.4940 -0.8437 1.8046 0.0526 0.1339 -0.3266
H 1.1590 2.3100 1.6488 -0.8747 0.6232 -0.4222
C -1.1068 -1.1048 -1.0173 2.1363 1.5713 -1.4465
H -0.1098 1.2264 2.5124 -0.7066 -0.0112 0.2841
```
Positions in Å, forces in eV/Å.

Energy above the lowest of the compared OMol25 structures with the same formula, charge and spin: 0.0 kcal/mol
<S²>: 2.027
Lowest unoccupied orbital energy (spin up / spin down): 0.94 / -2.06 eV
2S+1: 3
Gap between HOMO and LUMO (spin up / spin down): 6.33 / 7.94 eV
E: -13795.4342 eV
Total charge: 0

Atom-resolved charges from Mulliken, all expressed in e:
1 C -0.431
2 O -0.382
3 H 0.363
4 C -0.677
5 H 0.315
6 H 0.258
7 C 0.490
8 F -0.222
9 H 0.272
10 C -0.688
11 C 0.350
12 F -0.237
13 H 0.278
14 C -0.035
15 H 0.346

***

ORCA calculation (wB97M-V/def2-TZVPD) on a gas-phase ion, C6H6F3N4O (charge +1) in a non-equilibrium geometry.

XYZ file:
```
20
Properties=species:S:1:pos:R:3:forces:R:3
H 0.6415 2.0262 -0.1936 1.5468 -1.7852 0.2320
F -2.8454 1.3696 1.9540 0.7911 -2.8585 -5.0772
H 2.5391 1.9589 -0.2104 -2.1235 -1.9652 0.1225
H 0.3945 -2.7697 -2.2270 1.6309 1.8418 0.9833
F -3.7187 -0.4740 0.6965 3.5586 4.1308 -0.8086
H -1.5120 -1.6871 -0.6058 1.3761 2.2659 -0.2473
C -2.7038 0.6395 0.6413 -1.3871 0.8829 2.3661
N 2.5251 -1.6234 -1.8649 -4.8077 1.7457 1.7683
H -1.5518 -0.0973 -1.6185 1.0175 -0.4097 1.9680
H 1.3033 -0.1472 3.9749 0.3759 1.9998 -2.5936
C 1.0380 -1.8987 -1.7802 2.1056 3.4269 1.7908
F -2.9879 1.6445 -0.4096 0.9969 -4.0451 3.3976
N 2.7828 -0.4126 -1.1881 -6.2173 -3.5694 -1.0469
C 1.5544 1.3244 0.0130 0.2797 1.2784 3.5006
O -1.3485 0.0648 0.6027 -2.3605 1.1926 -1.9125
C 1.3872 0.4989 2.9793 1.5225 2.0444 -10.0197
N 1.5363 0.0061 -0.7283 1.3708 1.3107 -0.2162
C 1.6020 0.9317 1.6374 -2.1401 -3.2264 8.5053
C -1.0525 -0.5879 -0.6811 -2.5136 -1.3331 -0.5881
N 0.4163 -0.7665 -0.9917 4.9774 -2.9274 -2.1247
```
Positions in Å, forces in eV/Å.

Lowest unoccupied orbital energy: -5.84 eV
2S+1: 1
Gap between HOMO and LUMO: 7.55 eV
E: -22460.6662 eV
Total charge: +1

Atom-resolved charges from Mulliken, all expressed in e:
1 H 0.315
2 F -0.210
3 H 0.354
4 H 0.352
5 F -0.215
6 H 0.292
7 C 0.745
8 N -0.257
9 H 0.409
10 H 0.349
11 C 0.024
12 F -0.200
13 N -0.291
14 C -0.371
15 O -0.217
16 C -0.350
17 N 0.612
18 C -0.057
19 C -0.427
20 N 0.143

***

ORCA calculation (wB97M-V/def2-TZVPD) on a single C6H6FNO2 molecule in a non-equilibrium geometry.

XYZ file:
```
16
Properties=species:S:1:pos:R:3:forces:R:3
H 0.3280 -0.6410 1.9550 -2.5386 0.2054 -2.1572
H -0.8223 -0.1187 -0.9752 -0.6585 0.2463 -0.6705
H -0.7571 -1.7133 0.9634 -0.3257 -1.9949 -0.2617
C -1.8592 3.4016 1.9369 1.7397 -1.7140 0.5165
H -0.1342 2.2938 2.5744 0.6037 -1.5685 1.8558
H 0.7524 -0.8159 -0.6379 0.6207 -0.5778 -0.6418
O -2.4122 3.7471 2.9240 -0.3160 0.6189 -0.2915
O 1.6781 1.6016 -0.0629 -0.1679 -0.6155 -0.2089
C -0.0089 -0.1555 -0.2936 0.8648 -1.6559 1.2609
C 0.5984 1.1353 -0.0810 -2.3227 3.5000 1.1896
C -0.5276 -0.7090 1.0757 2.1184 2.1840 0.9422
C -0.7096 2.2454 0.5394 -2.9596 2.4628 1.8705
H -1.4741 -0.1792 1.1847 0.2254 0.0859 1.1848
C -2.0692 2.9051 0.5914 2.7938 -1.8922 -2.9788
N -0.4451 2.8579 1.8531 -0.4794 1.3406 -2.5641
F -2.9440 3.3164 -0.3735 0.8019 -0.6250 0.9542
```
Positions in Å, forces in eV/Å.

Energy above the lowest of the compared OMol25 structures with the same formula, charge and spin: 51.9 kcal/mol
Lowest unoccupied orbital energy (spin up / spin down): -0.46 / -0.46 eV
2S+1: 1
Gap between HOMO and LUMO (spin up / spin down): 8.12 / 8.12 eV
E: -14617.1820 eV
Total charge: 0

Atom-resolved charges from Mulliken, all expressed in e:
1 H 0.236
2 H 0.329
3 H 0.411
4 C 0.381
5 H 0.240
6 H 0.343
7 O -0.474
8 O -0.403
9 C -0.536
10 C 0.527
11 C -1.035
12 C -0.111
13 H 0.341
14 C 0.353
15 N -0.309
16 F -0.295

***

ORCA calculation (wB97M-V/def2-TZVPD) on a gas-phase ion, C6H6FO4S (charge -1) in a non-equilibrium geometry.

XYZ file:
```
18
Properties=species:S:1:pos:R:3:forces:R:3
O -0.8997 0.1937 -1.7925 -1.1977 0.7320 -0.3062
C -1.4315 -0.0939 0.5488 -1.3899 -0.2953 0.6968
H -0.2892 3.0249 -0.5734 0.5399 -1.7348 0.1954
H -2.3493 0.2735 1.1606 1.7978 -0.9841 -0.8439
C -1.0947 0.8976 -0.5685 -2.6270 0.5024 -0.7839
C 1.0584 1.6661 0.3355 1.0457 -0.8401 0.4606
H -0.2202 -0.4620 -1.6580 0.4703 -0.1139 -0.3610
F 1.9604 2.6596 0.6912 -0.7433 -0.7813 -0.4218
O 1.6186 -0.6236 -1.4986 -1.2524 -0.0228 -0.2905
H -2.1226 1.5389 -0.7457 2.3492 -1.5969 0.3694
C 0.1159 -2.2183 0.2726 1.4803 1.9366 -0.3219
H -1.3883 -1.9824 1.5388 -1.0024 0.5843 0.1387
H 0.5898 -3.0220 0.9665 -1.1042 1.7974 -1.1148
C -0.9885 -1.3812 0.7246 -0.4280 0.0886 1.1892
C -0.0475 1.9358 -0.3311 -0.7626 2.2670 0.1358
O 1.4662 0.4887 0.7710 -0.2551 -0.3826 0.1720
O 2.6005 -1.7332 0.3328 2.1981 -1.0660 1.4252
S 1.4218 -1.1623 -0.1748 0.8813 -0.0903 -0.3388
```
Positions in Å, forces in eV/Å.

Energy above the lowest of the compared OMol25 structures with the same formula, charge and spin: 0.0 kcal/mol
Lowest unoccupied orbital energy: 3.59 eV
2S+1: 1
Gap between HOMO and LUMO: 7.56 eV
E: -28059.4105 eV
Total charge: -1

Atom-resolved charges from Mulliken, all expressed in e:
1 O -0.558
2 C -0.275
3 H 0.216
4 H 0.167
5 C 0.098
6 C 0.567
7 H 0.428
8 F -0.315
9 O -0.674
10 H 0.204
11 C -1.029
12 H 0.244
13 H 0.309
14 C 0.023
15 C -0.488
16 O -0.466
17 O -0.710
18 S 1.260

***

ORCA calculation (wB97M-V/def2-TZVPD) on a molecular structure, C6H6I3NOS in a non-equilibrium geometry.

XYZ file:
```
18
Properties=species:S:1:pos:R:3:forces:R:3
C -0.3801 -1.6132 1.3259 -2.2989 0.1041 0.1194
C 0.3160 -2.8641 0.9602 1.5264 0.8168 -0.5551
I -1.8830 1.6234 2.2071 -0.1147 -0.6727 -0.2104
N 0.2237 -0.8372 0.2962 0.2885 0.2377 0.8294
O 1.5101 -2.2614 -1.1448 -1.3949 1.3801 1.0439
C 0.8010 -1.9510 -0.1994 3.0416 -3.0455 -2.4515
I 1.9445 -3.5162 2.2377 -0.9751 0.1341 -0.6077
C -0.5371 0.2436 -0.2568 -1.0055 -0.5496 -1.8965
H 0.0056 1.7602 -1.5332 0.9828 0.4367 0.3927
H -0.3614 -3.5850 0.5722 -0.0832 -1.2128 0.1022
C -1.9297 0.1770 0.5511 0.8281 0.7287 -0.9222
H -0.8472 -0.0978 -1.3078 0.4142 0.3084 1.3938
S -2.1557 -1.5658 0.9540 -0.4364 0.5133 0.0367
C 0.2990 1.5262 -0.4959 -0.7712 0.4186 0.8981
H 1.3715 1.2000 -0.3282 -1.2402 0.8886 -0.5494
H 0.0020 2.4303 0.1604 0.6451 -1.6145 -0.8855
I -3.4447 0.7543 -0.8641 -0.1260 0.1044 0.2825
H -0.3180 -1.2198 2.2582 0.7194 1.0239 2.9794
```
Positions in Å, forces in eV/Å.

Lowest unoccupied orbital energy: -0.72 eV
2S+1: 1
Gap between HOMO and LUMO: 8.85 eV
E: -44992.2128 eV
Total charge: 0

Atom-resolved charges from Mulliken, all expressed in e:
1 C -0.539
2 C -0.430
3 I 0.170
4 N 0.239
5 O -0.622
6 C 0.117
7 I 0.079
8 C -0.278
9 H 0.258
10 H 0.460
11 C -0.257
12 H 0.520
13 S -0.092
14 C -0.995
15 H 0.329
16 H 0.233
17 I 0.181
18 H 0.627

***

ORCA calculation (wB97M-V/def2-TZVPD) on a single C6H6INOS molecule in a non-equilibrium geometry.

XYZ file:
```
16
Properties=species:S:1:pos:R:3:forces:R:3
H 2.0374 0.3969 1.4949 -0.3225 -1.1803 0.5930
S 0.1556 -2.0115 1.5033 -2.7848 3.0988 -0.7918
H -2.7306 -0.8588 -0.9728 1.8478 -0.4550 0.5080
C 0.2094 1.9871 -0.7161 0.3038 -4.1531 1.8249
C 1.1713 0.4671 0.8582 0.3976 1.2892 -0.7161
N -1.7866 -1.1664 -0.6174 -3.2748 1.2925 -1.5619
I 0.9997 -3.3400 -0.4250 1.2276 -2.5039 -2.7414
H -1.7896 -2.1205 -0.3515 0.5562 -0.4566 0.4387
H -1.3035 1.3520 -1.7949 -2.2524 -0.0587 -1.9512
C 0.1462 -0.4489 0.5952 0.2649 -0.3764 1.4451
H 0.0602 2.7620 -1.3329 0.4189 3.3987 -1.6250
C -0.8603 -0.2062 -0.3504 1.2587 -0.1771 0.3209
C 1.2280 1.6922 0.1924 -0.2639 0.7509 -0.0923
H 2.0462 2.4122 0.4103 -0.7067 -0.6878 -0.1690
C -0.7315 1.0042 -1.0256 1.1198 0.2309 1.7804
O 1.1481 -1.9215 2.5322 2.2099 -0.0119 2.7378
```
Positions in Å, forces in eV/Å.

Energy above the lowest of the compared OMol25 structures with the same formula, charge and spin: 0.0 kcal/mol
<S²>: 2.012
Lowest unoccupied orbital energy (spin up / spin down): 0.63 / -3.26 eV
2S+1: 3
Gap between HOMO and LUMO (spin up / spin down): 7.26 / 5.32 eV
E: -28788.9374 eV
Total charge: 0

Atom-resolved charges from Mulliken, all expressed in e:
1 H 0.332
2 S 0.168
3 H 0.220
4 C -0.605
5 C -0.544
6 N -0.426
7 I -0.064
8 H 0.103
9 H 0.431
10 C 0.596
11 H 0.458
12 C 0.450
13 C -0.502
14 H 0.312
15 C -0.505
16 O -0.424